Here is 2 unconnected molecules or ions with the total composition C10H22O2Si from OMol25. Energies are from ωB97M-V/def2-TZVPD.

```
35
Properties=species:S:1:pos:R:3
Si 0.00286 -0.05798 0.26013
O -1.59670 -0.12898 2.53650
O 1.65443 -0.01303 0.28003
C 0.64352 0.54203 2.95089
C -1.07698 2.31960 -1.84778
C -0.19004 -2.25176 -1.68392
C -1.09238 2.21539 -0.28815
C -1.54407 -2.35491 0.59322
C -0.45094 0.05965 2.11498
C 3.60034 -1.06405 -0.65087
C -0.99957 -1.48558 -0.60354
C -2.49725 2.10262 0.32300
C 2.69165 0.10432 -0.66614
H 0.33316 0.70283 4.02346
H -2.93513 3.11317 0.36244
H -1.21470 3.32998 -2.16497
H 1.56191 0.01606 2.87229
H 0.43540 -2.90129 -1.11597
H -2.38473 1.54531 1.38666
H 0.00693 2.32977 -2.01206
H -1.67515 1.59889 -2.23535
H 3.82074 -1.40642 0.35799
H 0.95402 1.58781 2.82873
H -1.98916 -1.61875 1.34241
H 2.10482 0.43336 -1.57433
H -3.04410 1.56504 -0.48270
H 3.14858 -1.90599 -1.22337
H -1.96386 -1.04562 -1.04419
H -2.22003 -3.03744 0.15678
H -0.45536 2.80575 0.31474
H -0.89327 -3.03033 1.15327
H 3.13985 1.08828 -0.51741
H 4.58043 -0.86066 -1.13489
H 0.42491 -1.52265 -2.24020
H -0.88016 -2.77441 -2.37169
```

Calculated values
- lowest unoccupied orbital energy (eV) = 0.73
- energy relative to the best compared isomer or geometry (same formula, charge and spin) (kcal per mole) = 61.6
- multiplicity = 1
- HOMO level (hartree) = -0.2772
- DFT total energy (eV) = -22696.651
- Kohn-Sham gap (Ha) = 0.304

Atomic partial charges in e from the natural (NBO) method, atoms 1 to 8: atom 1 (Si): 1.657, atom 2 (O): -0.571, atom 3 (O): -0.940, atom 4 (C): -0.751, atom 5 (C): -0.655, atom 6 (C): -0.614, atom 7 (C): -0.327, atom 8 (C): -0.653

***

Here is 5 unconnected molecules or ions with the total composition C10H22O9 from OMol25. Energies are from ωB97M-V/def2-TZVPD.

```
41
Properties=species:S:1:pos:R:3
O -1.63077 -3.24819 0.65253
O -0.22963 -0.66813 0.49244
O 2.24044 -0.86101 1.84466
O 0.53303 3.20258 -2.30378
O -1.63164 3.14067 -1.82061
O -0.64259 5.08811 -2.36029
O -2.36145 0.82205 1.62243
O 3.73959 -0.48407 0.22840
O 4.18118 -2.00061 1.79073
C -0.81923 2.72471 1.68221
C -2.85818 -3.58867 0.00573
C 4.89473 -1.17151 -0.25592
C 5.36542 -1.93364 0.97695
C -3.57187 -2.27157 -0.28978
C -2.19028 2.19104 1.26260
C 0.26838 1.85061 -1.98656
C 3.30333 -1.07079 1.34001
C -0.58488 3.91468 -2.21041
C -1.24855 1.78205 -2.12534
H -1.10371 -4.04184 0.79224
H -3.50124 -4.23022 0.61089
H -0.58929 2.71935 2.75065
H -1.80667 0.35165 0.96292
H 5.63979 -0.45879 -0.60267
H 0.04107 2.26076 1.19946
H -4.46670 -2.48765 -0.87923
H 5.68602 -2.96191 0.82947
H -1.72603 1.06797 -1.46258
H 4.66072 -1.83013 -1.09378
H -3.02004 2.78183 1.65413
H 6.13296 -1.36162 1.50455
H -1.48698 1.51740 -3.15969
H 0.57087 1.64661 -0.95552
H -2.24556 2.31541 0.17789
H -0.72424 -1.49915 0.60310
H 0.80329 1.17060 -2.64658
H -3.82039 -1.68060 0.58901
H -2.96712 -1.63122 -0.93731
H -0.78852 3.79333 1.42760
H -2.62350 -4.08168 -0.94196
H 0.57822 -0.77842 1.03143
```

Calculated values
- lowest unoccupied orbital energy (eV) = 0.28
- multiplicity = 1
- HOMO level (hartree) = -0.3442
- SMILES = O=C1OCCO1.O=C1OCCO1.CCO.CCO.O
- DFT total energy (eV) = -29153.967
- Kohn-Sham gap (Ha) = 0.354

Atomic partial charges in e from the natural (NBO) method, atoms 1 to 8: atom 1 (O): -0.750, atom 2 (O): -1.011, atom 3 (O): -0.608, atom 4 (O): -0.484, atom 5 (O): -0.496, atom 6 (O): -0.572, atom 7 (O): -0.743, atom 8 (O): -0.473

***

Here is 2 unconnected molecules or ions with the total composition C10H22Si from OMol25. Energies are from ωB97M-V/def2-TZVPD.

```
33
Properties=species:S:1:pos:R:3
Si 0.79069 1.66564 -0.08416
C -2.61235 0.54002 1.19734
C 2.09551 -1.49906 0.74478
C -2.48150 0.48989 -1.39780
C 1.69440 2.27796 1.45823
C -2.67917 -1.67205 0.06107
C 2.66920 -2.43381 -0.28875
C 1.75934 1.71766 -1.74905
C 0.00417 -0.07063 0.19559
C 0.64396 -1.22591 0.28545
C -2.27729 -0.18275 -0.06200
H 2.74176 1.11141 -1.57388
H 2.00168 -3.39476 -0.42115
H 2.19451 -2.07802 1.64651
H 2.09417 1.61174 2.12249
H 1.12289 3.00508 2.07228
H 3.63743 -2.60374 -0.02465
H 1.89580 2.66366 -2.05880
H -1.91948 -0.11028 -2.14631
H -2.21935 1.49511 1.09985
H -2.53518 -2.00742 1.07514
H -2.07953 1.43931 -1.45331
H -3.67915 -1.71735 -0.15688
H 2.53018 -2.01056 -1.19241
H 2.52562 2.83360 1.33258
H 1.20079 1.24328 -2.53860
H 2.49270 -0.46786 0.78019
H -0.00025 -2.06566 0.18951
H -2.18432 0.07835 1.98455
H -0.19913 2.73694 -0.30496
H -2.04558 -2.41221 -0.37404
H -3.73545 0.33814 1.33099
H -3.44706 0.70430 -1.74978
```

Calculated values
- lowest unoccupied orbital energy (eV) = 0.83
- energy relative to the best compared isomer or geometry (same formula, charge and spin) (kcal per mole) = 81.3
- multiplicity = 1
- HOMO level (hartree) = -0.2863
- DFT total energy (eV) = -18599.701
- Kohn-Sham gap (Ha) = 0.317

Atomic partial charges in e from the natural (NBO) method, atoms 1 to 8: atom 1 (Si): 1.312, atom 2 (C): -0.660, atom 3 (C): -0.430, atom 4 (C): -0.680, atom 5 (C): -1.100, atom 6 (C): -0.675, atom 7 (C): -0.581, atom 8 (C): -1.052

***

Here is a molecular structure, C10H23AsCl3N4RhS2Si from OMol25. Energies are from ωB97M-V/def2-TZVPD.

```
45
Properties=species:S:1:pos:R:3
Rh 0.65252 0.07869 0.19204
As -0.51571 1.94567 -2.80509
Cl -2.21710 1.52880 1.33495
Cl 0.39886 3.53328 0.99547
Cl 0.35064 1.28655 3.42165
S -0.49166 -1.92101 -0.45990
S 1.18376 1.30866 -1.60876
Si -0.17830 1.67270 1.51132
N -2.57190 -1.73237 1.16429
N 4.13216 0.68225 2.40778
N -2.29531 -3.75755 0.11310
N 2.39571 0.01192 1.25631
C -2.06545 0.84055 -2.52736
C 2.61460 -0.89223 2.26092
C -1.90162 -2.51591 0.34217
C 3.32057 0.95592 1.38532
C 3.69856 -0.48794 2.97258
C 0.05150 1.77225 -4.63262
C -3.75372 -2.11332 1.90362
C -0.97996 3.78556 -2.49147
C -1.65738 -4.70935 -0.78006
C 5.28541 1.46166 2.82167
H -2.82557 1.13556 -3.25251
H 0.97590 2.33803 -4.77479
H -4.09376 -1.24709 2.46716
H -4.55765 -2.41281 1.22920
H 4.20406 -0.92619 3.81135
H -3.53113 -2.91655 2.60759
H -0.57676 -4.61209 -0.71693
H -0.72850 2.17301 -5.28061
H -1.78552 -0.20231 -2.67166
H -2.19423 -0.80485 1.29700
H 5.73738 0.96643 3.67689
H 2.01595 -1.77696 2.37439
H 6.00418 1.50714 2.00591
H 4.96443 2.46038 3.10934
H -0.28258 4.41954 -3.04159
H -0.91826 4.00863 -1.42622
H -3.15513 -4.06217 0.55053
H -2.44907 0.98779 -1.51680
H 0.22597 0.71937 -4.85680
H -1.94063 -5.70576 -0.45459
H -1.98428 -4.55110 -1.80717
H 3.43366 1.81384 0.74360
H -1.99462 3.95339 -2.85123
```

Calculated values
- lowest unoccupied orbital energy (alpha / beta) (eV) = -7.75 / -7.75
- energy relative to the best compared isomer or geometry (same formula, charge and spin) (kcal per mole) = 26.7
- multiplicity = 1
- charge = +2
- HOMO level (alpha / beta) (hartree) = -0.5323 / -0.5323
- DFT total energy (eV) = -147657.193
- Kohn-Sham gap (alpha / beta) (Ha) = 0.248 / 0.247

Atomic partial charges in e from the natural (NBO) method, atoms 1 to 8: atom 1 (Rh): 0.366, atom 2 (As): 1.456, atom 3 (Cl): -0.353, atom 4 (Cl): -0.322, atom 5 (Cl): -0.306, atom 6 (S): -0.292, atom 7 (S): -0.341, atom 8 (Si): 1.247

***

Here is 4 unconnected molecules or ions with the total composition C10H23ClNO12P2 from OMol25. Energies are from ωB97M-V/def2-TZVPD.

```
49
Properties=species:S:1:pos:R:3
Cl -1.82006 -1.41858 2.80647
P -0.28850 -2.74990 -3.59144
P -0.72680 4.92082 2.29715
O -0.59692 -2.27303 -2.05006
O 0.45381 -4.20950 -3.39533
O -2.63087 -0.98985 1.66594
O 0.25729 4.34869 3.28258
O -2.09615 5.28565 3.11762
O -2.36201 -1.12990 4.08380
O -1.20635 3.87926 1.13365
O -0.35663 6.31361 1.51054
O -1.74083 -3.09762 -4.19716
O 0.48388 -1.74777 -4.40751
O -1.67799 -2.89420 2.71196
O -0.56512 -0.70975 2.75657
N 4.93628 -2.23272 0.61120
C 2.97144 -1.46669 1.22240
C 4.31964 -1.13813 1.11489
C -1.76740 -3.88281 -5.41821
C 1.81264 -4.18754 -2.88432
C 2.78246 -2.77740 0.66000
C -2.26178 6.57351 3.68635
C 4.06467 -3.20757 0.33757
C -1.02988 2.46843 1.16848
C -1.42099 -2.92137 -1.06956
C -1.19592 6.76360 0.53250
H -3.15737 7.08482 3.33339
H -0.88903 -2.86518 -0.11984
H 1.76163 -4.74835 -1.95105
H -1.69984 -3.15760 -6.22914
H -2.63097 -4.54154 -5.50996
H -1.67569 -3.95576 -1.30037
H -1.84562 5.98781 0.12735
H 1.82680 -3.27843 0.61440
H 2.21385 -3.23476 -2.53888
H 4.35657 -4.12718 -0.14774
H -0.71415 2.14446 2.16017
H -1.37025 7.18205 3.53482
H -1.94992 1.92309 0.95817
H -1.74310 7.68489 0.73230
H -0.18841 2.15330 0.55145
H -0.51154 6.97039 -0.29028
H 2.17250 -0.89783 1.67462
H -2.28943 6.45805 4.76987
H -2.38604 -2.44304 -0.90228
H -0.96088 -4.61478 -5.46123
H 2.52989 -4.70404 -3.52219
H 4.88836 -0.27311 1.42262
H 5.92497 -2.26627 0.40760
```

Calculated values
- lowest unoccupied orbital energy (eV) = 2.55
- energy relative to the best compared isomer or geometry (same formula, charge and spin) (kcal per mole) = 0.0
- multiplicity = 1
- charge = -1
- HOMO level (hartree) = -0.2188
- DFT total energy (eV) = -67900.907
- Kohn-Sham gap (Ha) = 0.313

Atomic partial charges in e from the natural (NBO) method, atoms 1 to 8: atom 1 (Cl): 2.526, atom 2 (P): 2.538, atom 3 (P): 2.528, atom 4 (O): -0.813, atom 5 (O): -0.824, atom 6 (O): -0.883, atom 7 (O): -1.065, atom 8 (O): -0.807

***

Here is 2 unconnected molecules or ions with the total composition C10H23FNO4S from OMol25. Energies are from ωB97M-V/def2-TZVPD.

```
40
Properties=species:S:1:pos:R:3
S 0.50812 5.09068 -0.35582
F -0.66244 -0.69337 3.40865
O -0.88814 4.81313 -0.16885
O -0.25026 -1.83820 -0.45273
O 1.08760 4.09643 -1.48487
O 1.42147 5.10413 0.75315
N 1.00213 -4.48187 -0.14736
C -1.84963 -2.34842 1.42075
C 0.66786 6.59633 -1.26361
C -2.10101 -0.81459 1.41660
C 1.36561 2.74711 -1.10415
C 0.09587 1.93586 -0.91453
C -0.03922 -4.00744 0.82030
C -0.96030 -2.86617 0.24240
C 1.66516 -3.24779 -0.71577
C 0.49836 -2.48900 -1.46144
C -1.10615 -0.00480 2.29295
H -0.53478 1.99709 -1.80286
H -0.24213 0.36706 1.71292
H 1.72203 6.79755 -1.43741
H -0.49059 2.31158 -0.07536
H -0.71778 -4.85657 1.04672
H 0.22683 7.38648 -0.65905
H 0.59736 -5.05514 -0.88882
H 1.70616 -5.02082 0.36192
H 1.95636 2.31189 -1.91071
H -2.18273 -0.38964 0.39660
H 2.51311 -3.49179 -1.37429
H 0.41420 -3.66578 1.77115
H 0.12604 6.50004 -2.20179
H 1.92068 -2.61605 0.15098
H 1.98519 2.72796 -0.20359
H -0.08324 -3.28004 -1.99053
H -2.81566 -2.88551 1.35148
H -1.64366 0.88517 2.67698
H -1.38774 -2.69790 2.36870
H 0.33214 0.88722 -0.71606
H 0.90198 -1.81053 -2.22752
H -1.65323 -3.32978 -0.50182
H -3.10556 -0.66450 1.86670
```

Calculated values
- lowest unoccupied orbital energy (eV) = -3.40
- multiplicity = 1
- charge = +1
- HOMO level (hartree) = -0.4657
- DFT total energy (eV) = -33967.920
- Kohn-Sham gap (Ha) = 0.341

Atomic partial charges in e from the natural (NBO) method, atoms 1 to 8: atom 1 (S): 2.366, atom 2 (F): -0.367, atom 3 (O): -0.931, atom 4 (O): -0.505, atom 5 (O): -0.715, atom 6 (O): -0.928, atom 7 (N): -0.501, atom 8 (C): -0.423

***

Calculated molar mass, 202.37, 286.28, 170.37, 575.73, 446.69, 272.36 g mol⁻¹ (same order as the records).